The following is a DFT calculation (wB97M-V/def2-TZVPD) of a molecular structure, CH11O5 in a non-equilibrium geometry.

For the lowest unoccupied orbital energy, the calculation gives 0.147 Ha. The molar mass comes out at 103.1 g mol⁻¹. The calculation puts the HOMO-LUMO gap at 9.0 eV. The energy relative to the best compared isomer or geometry (same formula, charge and spin) comes out at 24.4 kcal/mol. The HOMO energy is -4.961 eV. The charge is -1. The calculated total energy is -11453.5967 eV.

Element x y z (Å)
C 0.929 1.407 -0.447
O 0.398 0.101 0.011
H 0.266 2.226 -0.198
H 1.233 1.537 -1.582
H 1.842 1.654 0.068
H -1.933 0.642 -1.335
H -1.086 0.006 -2.286
O -1.843 0.575 -2.296
H -0.801 0.001 0.481
H -2.126 -0.769 1.163
O -1.790 0.103 0.905
H -0.038 -2.090 -0.495
H -0.960 -1.850 0.690
O -0.587 -2.606 0.157
H 2.411 -1.069 1.900
H 1.689 0.237 1.327
O 2.397 -0.103 1.937